# 1
This record from the OMol25 dataset describes C6H7LiNaO6 as an isolated structure. The level of theory is wB97M-V/def2-TZVPD.

Each line ends with the Löwdin spin population.
CARTESIAN COORDINATES (ANGSTROEM)
Na: 0.7599 -2.2637 -2.6278  0.00
O: 1.1913 0.0991 -1.7667  0.00
O: -0.6553 1.3992 -1.6886  0.00
C: -0.0360 2.3140 -0.7803  0.00
C: -0.5517 2.1022 0.6370  0.01
O: -0.6905 -0.5425 -2.7249  0.00
C: -0.0206 0.2846 -2.0745  0.00
H: 1.0536 2.2046 -0.8253  0.00
H: -0.3120 3.3160 -1.1291  0.00
H: -1.6463 2.1629 0.6591  0.00
H: -0.1480 2.9151 1.2596  0.00
Li: 1.8237 -0.5304 -0.0799  0.00
O: 1.1485 0.5564 1.2747  0.00
O: -0.9676 -0.0270 1.6437  0.18
C: -0.1655 -2.2689 1.8790  0.39
C: -0.1614 -2.5700 0.4856  0.17
O: 0.7779 -2.2465 -0.3011  0.20
C: -0.0895 0.7833 1.2471  0.01
H: 0.7921 -2.0876 2.3684  0.01
H: -1.0177 -2.5957 2.4733  0.01
H: -1.0848 -3.0051 0.0707  0.01

**Energy**: -23244.730 eV
**Orbital gap (spin up / spin down)**: 0.2804 / 0.2814 Eh
**HOMO level (spin up / spin down)**: -8.346 / -8.942 eV
**Multiplicity**: 2
**Maximum force**: 1.1 eV Å⁻¹



# 2
This record from the OMol25 dataset describes one molecule with the formula C6H13N. The level of theory is wB97M-V/def2-TZVPD.

Each line ends with the Mulliken charge.
CARTESIAN COORDINATES (ANGSTROEM)
C: 1.4364 2.0938 0.3975  -0.76
C: 0.6041 1.2589 -0.2040  -0.13
N: 0.6867 -0.1398 -0.0348  0.09
C: 1.5603 -0.8010 -0.9787  -1.02
C: -0.5891 -0.8066 0.2040  0.29
C: -1.7072 -0.4681 -0.7932  -1.49
C: -1.0325 -0.4817 1.6314  -1.49
H: 1.3713 3.1575 0.2563  0.28
H: 2.2384 1.7284 1.0218  0.29
H: -0.2075 1.6489 -0.8163  0.26
H: 1.1523 -0.8404 -2.0010  0.33
H: 1.7434 -1.8215 -0.6409  0.32
H: 2.5093 -0.2703 -1.0112  0.36
H: -0.3853 -1.8823 0.1421  0.38
H: -2.5080 -1.1933 -0.6975  0.42
H: -2.1214 0.5117 -0.6070  0.39
H: -1.3416 -0.5016 -1.8123  0.36
H: -1.2224 0.5867 1.7292  0.32
H: -1.9391 -1.0257 1.8827  0.43
H: -0.2481 -0.7537 2.3320  0.37

**Energy**: -7921.916 eV
**Orbital gap**: 0.3442 Eh
**HOMO level**: -8.228 eV
**Multiplicity**: 1
**Maximum force**: 0.5 eV Å⁻¹
**SMILES string**: C=CN(C)C(C)C



# 3
This record from the OMol25 dataset describes C22H41N2O2P3SeW as an isolated structure. The level of theory is wB97M-V/def2-TZVPD.

Each line ends with the Löwdin spin population.
CARTESIAN COORDINATES (ANGSTROEM)
P: -2.5614 -2.0813 -1.9223  0.01
C: -4.1048 -1.2233 -1.7754  0.00
H: -4.8866 -1.8440 -2.2541  0.00
H: -4.0636 -0.2301 -2.2505  0.00
H: -4.3458 -1.0710 -0.7115  0.00
C: -1.6416 -1.7168 -3.4206  0.00
H: -0.7339 -2.3399 -3.4832  0.00
H: -1.3339 -0.6585 -3.4011  0.00
H: -2.2965 -1.9173 -4.2830  0.00
C: -2.5941 -3.8433 -1.6256  0.00
H: -3.1303 -4.3246 -2.4605  0.00
H: -3.1084 -4.0400 -0.6685  0.00
H: -1.5648 -4.2375 -1.5554  0.00
P: 0.7549 -1.2294 3.0442  0.00
C: -0.7229 -0.2848 3.5353  0.00
H: -0.9140 -0.4116 4.6152  0.00
H: -1.5850 -0.6317 2.9476  0.00
H: -0.5659 0.7777 3.2954  0.00
C: 0.4951 -2.9424 3.6010  0.00
H: 1.3884 -3.5397 3.3470  0.00
H: -0.3557 -3.3603 3.0336  0.00
H: 0.2943 -2.9573 4.6846  0.00
C: 2.1425 -0.5243 3.9879  0.00
H: 2.0422 -0.7818 5.0544  0.00
H: 2.1475 0.5691 3.8349  0.00
H: 3.0851 -0.9242 3.5738  0.00
P: 1.7636 3.2369 -0.9844  0.23
C: 0.7351 4.5825 -0.4667  0.03
H: 1.0591 5.4762 -1.0341  0.01
H: 0.8649 4.7504 0.6173  0.00
H: -0.3287 4.3486 -0.6684  0.01
C: 3.5052 3.3584 -0.5717  0.03
H: 3.8920 4.3013 -0.9934  0.01
H: 4.0591 2.4933 -0.9813  0.00
H: 3.6133 3.3443 0.5260  0.00
C: 1.6156 2.7489 -2.7065  0.04
H: 2.1910 3.4740 -3.3044  0.01
H: 0.5551 2.7294 -3.0088  0.00
H: 2.0319 1.7351 -2.8458  0.00
W: 1.5471 -1.3054 -0.0828  0.06
C: -1.0319 -1.5217 -0.5697  0.01
O: -1.7012 -1.1820 0.4141  0.02
C: 1.3666 1.3177 -0.0075  0.17
O: 0.9013 1.7190 1.0452  0.38
C: 3.5382 -1.2176 0.0829  0.01
C: 3.1102 -0.8906 -1.2384  0.01
C: 2.2025 -1.7640 -1.9244  0.00
C: 1.6455 -2.9054 -1.2576  0.00
C: 2.0765 -3.2260 0.0644  0.02
C: 3.0073 -2.3702 0.7396  0.00
H: 4.2134 -0.5582 0.6094  0.00
H: 3.4478 0.0087 -1.7167  0.00
H: 1.8723 -1.5102 -2.9210  0.00
H: 0.8935 -3.4919 -1.7506  0.00
H: 1.6418 -4.0652 0.5884  0.00
H: 3.2813 -2.5756 1.7657  0.00
C: -2.9033 2.3123 1.7469  0.00
N: -3.8185 2.4653 0.6458  0.05
C: -5.1969 2.5767 0.7716  0.11
C: -5.7118 2.6333 -0.4882  0.11
N: -4.6435 2.5515 -1.3595  0.05
C: -4.7683 2.5093 -2.8029  0.00
C: -3.4651 2.3804 -0.6812  0.01
Se: -1.8220 1.9765 -1.4023  0.58
H: -1.9585 2.8254 1.5119  0.00
H: -2.6824 1.2524 1.9413  0.00
H: -3.3530 2.7528 2.6376  0.00
H: -5.6713 2.6126 1.7349  0.00
H: -6.7242 2.7263 -0.8345  0.00
H: -5.1979 1.5565 -3.1366  0.00
H: -5.4154 3.3265 -3.1343  0.00
H: -3.7669 2.6282 -3.2344  0.00

**Total charge**: +4
**Energy**: -125546.279 eV
**Orbital gap (spin up / spin down)**: 0.2138 / 0.1583 Eh
**HOMO level (spin up / spin down)**: -18.393 / -18.347 eV
**Multiplicity**: 3
**Maximum force**: 13.8 eV Å⁻¹



# 4
This record from the OMol25 dataset describes C21H27ClN6O4PtSeSi as an isolated structure. The level of theory is wB97M-V/def2-TZVPD.

Each line ends with the Mulliken charge.
CARTESIAN COORDINATES (ANGSTROEM)
Pt: -0.2271 0.0297 0.0099  1.81
Se: -7.0779 3.4603 -1.6825  0.42
N: -5.5001 3.4438 -2.4533  -0.80
C: -4.7113 2.6476 -1.7761  0.98
C: -3.3237 2.3973 -2.0894  0.07
C: -2.6898 2.8218 -3.2616  -0.60
C: -1.3567 2.5221 -3.4579  -0.89
C: -0.6606 1.8540 -2.4582  -0.06
N: -1.2604 1.4574 -1.3434  -0.19
C: -2.5744 1.6585 -1.1619  0.01
C: -3.1893 0.9968 -0.0386  -0.06
N: -2.4056 0.2046 0.7115  0.07
C: -2.9696 -0.5725 1.6223  -0.18
C: -4.3370 -0.5737 1.8758  -1.18
C: -5.1490 0.2857 1.1668  -0.63
C: -4.5684 1.0961 0.1871  0.02
C: -5.3222 2.0144 -0.6357  0.98
N: -6.5765 2.3320 -0.4346  -0.80
H: -3.2680 3.3611 -4.0000  0.58
H: -0.8482 2.7833 -4.3738  0.47
H: 0.3860 1.6084 -2.5706  0.49
H: -2.3270 -1.2588 2.1540  0.56
H: -4.7470 -1.2438 2.6162  0.47
H: -6.2171 0.3328 1.3309  0.57
N: 1.0734 2.0499 0.3994  -0.67
C: 1.8788 2.0224 1.6275  -0.68
C: 0.9629 1.8348 2.8334  -0.23
C: 1.3728 0.6771 3.7300  -1.06
C: 1.4601 -0.6490 2.9890  -0.44
N: 0.2080 -0.9498 2.2862  -0.56
H: 1.6756 2.0933 -0.4199  0.32
H: 0.4713 2.8705 0.4117  0.25
H: 2.4554 2.9472 1.7170  0.49
H: 2.5863 1.1999 1.5368  0.35
H: -0.0512 1.6652 2.4567  0.03
H: 0.9379 2.7401 3.4385  0.42
H: 0.6407 0.6020 4.5377  0.41
H: 2.3419 0.8794 4.1870  0.35
H: 1.6943 -1.4313 3.7174  0.48
H: 2.2670 -0.6481 2.2555  0.07
H: -0.5653 -0.8148 2.9331  0.21
H: 0.2066 -1.9059 1.9365  0.39
C: 5.4047 -1.2757 -0.4672  -1.08
Si: 4.0187 -2.5826 -0.7713  0.03
C: 4.2045 -3.0603 -2.5967  -0.96
C: 3.9818 -4.0497 0.4067  -1.00
C: 2.5531 -1.4929 -0.3779  -0.36
C: 1.6076 -0.7760 -0.1045  0.81
H: 6.3795 -1.7361 -0.6157  0.38
H: 5.3294 -0.9193 0.5603  0.30
H: 5.2996 -0.4325 -1.1464  0.33
H: 4.9712 -3.8201 -2.7343  0.34
H: 4.4597 -2.1917 -3.1994  0.31
H: 3.2467 -3.4588 -2.9334  0.33
H: 4.8123 -4.7220 0.1937  0.35
H: 3.0606 -4.6256 0.3188  0.35
H: 4.0728 -3.7298 1.4453  0.33
O: 0.0008 -3.1560 -2.3198  -0.55
Cl: -0.8255 -2.0332 -2.1440  1.82
O: -1.9663 -2.0071 -2.9661  -0.62
O: -1.2502 -1.9622 -0.7190  -0.70
O: -0.0567 -0.8101 -2.3395  -0.64

**Total charge**: +2
**Energy**: -128312.920 eV
**Orbital gap (spin up / spin down)**: 0.1830 / 0.1829 Eh
**HOMO level (spin up / spin down)**: -14.605 / -14.605 eV
**Multiplicity**: 1
**Maximum force**: 3.2 eV Å⁻¹



# 5
This record from the OMol25 dataset describes one molecule with the formula C6H11NO2S. The level of theory is wB97M-V/def2-TZVPD.

Each line ends with the Mulliken charge.
CARTESIAN COORDINATES (ANGSTROEM)
C: -3.6874 -1.3171 1.0433  -0.62
C: -3.1413 -1.0417 -0.1105  -0.13
S: -2.4708 0.6061 -0.4272  0.54
O: -3.3805 1.6171 -0.0344  -0.60
N: -1.0008 0.8930 0.0544  -0.34
C: -0.0290 0.0946 -0.3754  0.29
O: -0.2849 -1.0144 -0.7944  -0.67
C: 1.3375 0.6559 -0.2624  0.84
C: 1.4208 1.3813 1.0478  -1.60
C: 2.4237 -0.4026 -0.6013  -1.26
H: -4.2454 -2.1993 1.0133  0.32
H: -4.0658 -0.6355 1.8240  0.29
H: -2.7104 -1.7403 -0.8357  0.36
H: -2.5229 0.6394 -1.8692  0.17
H: 1.4648 1.3401 -1.1047  0.21
H: 1.1007 0.6127 1.8064  0.33
H: 1.0634 2.3076 1.0653  0.40
H: 2.4600 1.3901 1.2484  0.50
H: 2.8491 -1.0709 0.2908  0.27
H: 3.2462 0.2155 -0.9809  0.37
H: 1.9317 -0.9389 -1.4074  0.33

**Energy**: -22816.631 eV
**Orbital gap**: 0.3598 Eh
**HOMO level**: -9.529 eV
**Multiplicity**: 1
**Maximum force**: 5.8 eV Å⁻¹
**SMILES string**: C=C[S@@H](=O)=NC(=O)C(C)C



# 6
This record from the OMol25 dataset describes one molecule with the formula C8H11NO4S. The level of theory is wB97M-V/def2-TZVPD.

Each line ends with the Mulliken charge.
CARTESIAN COORDINATES (ANGSTROEM)
C: 0.8312 -1.7414 0.7649  -0.57
C: 0.6650 -1.1747 1.9994  -0.49
C: 0.3516 -1.2530 -0.5583  -0.42
C: 0.0657 0.2126 2.1570  0.99
C: 0.1912 1.6109 -2.5240  0.69
C: 0.9849 -0.4215 -1.3568  0.81
C: -0.6623 0.3921 3.4495  -1.34
C: 0.2736 0.0690 -2.6594  -1.03
N: -0.9583 2.1767 -2.1008  -0.34
O: 1.2149 2.2457 -2.6685  -0.63
O: -0.3361 0.8433 1.0252  -0.38
O: 0.7217 2.9366 2.1382  -0.59
O: 2.1575 0.0904 -1.0146  -0.50
S: 1.1144 1.6768 1.4784  0.51
H: 1.4418 -2.7421 0.8632  0.18
H: 1.1530 -1.5021 2.9315  0.29
H: -0.5611 -1.7858 -0.7572  0.35
H: 0.1388 0.2223 4.2074  0.34
H: -1.5049 -0.3346 3.6106  0.33
H: -1.1557 1.3937 3.5805  0.32
H: -0.7643 -0.2917 -2.6993  0.35
H: 0.7477 -0.1065 -3.6381  0.31
H: -1.6760 1.6336 -1.7716  0.16
H: -1.1137 3.1863 -2.1167  0.25
H: 2.4310 0.5083 -1.8396  0.39

**Energy**: -28986.760 eV
**Orbital gap**: 0.3322 Eh
**HOMO level**: -8.420 eV
**Multiplicity**: 1
**Maximum force**: 3.4 eV Å⁻¹